{"formula": "C43H87NO18S2", "method": "ωB97M-V/def2-TZVPD", "species": ["S", "S", "O", "O", "O", "O", "O", "O", "O", "O", "O", "O", "O", "O", "O", "O", "O", "O", "O", "O", "N", "C", "C", "C", "C", "C", "C", "C", "C", "C", "C", "C", "C", "C", "C", "C", "C", "C", "C", "C", "C", "C", "C", "C", "C", "C", "C", "C", "C", "C", "C", "C", "C", "C", "C", "C", "C", "C", "C", "C", "C", "C", "C", "C", "H", "H", "H", "H", "H", "H", "H", "H", "H", "H", "H", "H", "H", "H", "H", "H", "H", "H", "H", "H", "H", "H", "H", "H", "H", "H", "H", "H", "H", "H", "H", "H", "H", "H", "H", "H", "H", "H", "H", "H", "H", "H", "H", "H", "H", "H", "H", "H", "H", "H", "H", "H", "H", "H", "H", "H", "H", "H", "H", "H", "H", "H", "H", "H", "H", "H", "H", "H", "H", "H", "H", "H", "H", "H", "H", "H", "H", "H", "H", "H", "H", "H", "H", "H", "H", "H", "H"], "xyz": [[21.2928, 9.0723, 8.4380], [23.6570, 2.2397, 14.3331], [23.0696, 3.3552, 15.4515], [20.1052, 9.4026, 7.3582], [20.7414, 8.2222, 9.4549], [17.2702, 5.9090, 11.0282], [21.9959, 10.2796, 8.8717], [16.1741, 4.4405, 4.7259], [13.5384, 3.3842, 15.5523], [17.2836, 6.4355, 17.2206], [21.0730, 8.8690, 13.3897], [17.0602, 10.7699, 14.6690], [22.1525, 8.1452, 7.3122], [22.4937, 2.6134, 13.2249], [22.9837, 4.2349, 10.4466], [23.4417, 0.8462, 14.8670], [18.9669, 2.1163, 14.5169], [24.9878, 2.6643, 13.9533], [12.5612, 4.9482, 9.6642], [15.8844, 11.0215, 8.2940], [15.1363, 9.7038, 14.2180], [22.6184, 4.5084, 14.8099], [17.6267, 11.0247, 9.9507], [12.4978, 3.4886, 9.5431], [13.3695, 3.1023, 10.8047], [16.9863, 6.1620, 6.1366], [13.5045, 2.8195, 14.2234], [14.5856, 2.8505, 16.3325], [19.4325, -0.0986, 14.0961], [17.0938, 6.0119, 12.4696], [14.7595, 2.0477, 14.1507], [22.3047, 9.6143, 13.4020], [19.1918, 4.9663, 17.1595], [22.7250, 5.4249, 9.6134], [18.6298, 1.9304, 13.1020], [14.4659, 4.1737, 10.8731], [19.4602, 5.8868, 11.7822], [18.3592, 0.4350, 13.1908], [17.3756, 9.5959, 9.5216], [24.0503, 5.7885, 8.8899], [15.0338, 5.0085, 5.4320], [24.9921, 5.0528, 9.9198], [16.0206, 10.2395, 15.0373], [15.3262, 9.7634, 12.7173], [16.2650, 9.6581, 8.3889], [15.6230, 5.6751, 6.6625], [18.5341, 6.2100, 12.9861], [15.6272, 2.7150, 15.1855], [18.3957, 7.3457, 17.2474], [19.7332, 1.0374, 15.0566], [20.2201, 8.5876, 6.1443], [22.0271, 3.9180, 13.5446], [19.6270, 6.4185, 16.9915], [13.7899, 5.3432, 10.1658], [22.1901, 10.2881, 12.0892], [18.5189, 6.4310, 10.6855], [17.3960, 5.1296, 5.0496], [16.9829, 11.7984, 8.7903], [17.7946, 5.1558, 17.7225], [21.2797, 7.5027, 6.4131], [20.7886, 10.7454, 12.3021], [20.0496, 9.5136, 12.7287], [24.3126, 3.7950, 10.2923], [15.6688, 10.0635, 16.5563], [17.1934, 4.2755, 17.4950], [19.8830, 4.4553, 17.8296], [20.2403, 6.6561, 17.8607], [19.0446, -0.9492, 14.6566], [13.7783, 2.0929, 10.7586], [12.6571, 3.1747, 11.6265], [16.3128, 9.3201, 12.5824], [17.6487, 6.0240, 6.9911], [22.1175, 9.5804, 11.2634], [20.9469, 3.8205, 13.6526], [16.4745, 6.8487, 12.7927], [14.2934, 9.2983, 14.5990], [20.4190, 9.2860, 5.3314], [14.6544, 4.3715, 11.9283], [20.9049, 6.6564, 6.9889], [24.1921, 5.3375, 7.9078], [14.3232, 4.2116, 5.6513], [19.1962, 9.8420, 13.3219], [14.8312, 3.5839, 17.1005], [15.8326, 3.7227, 14.8243], [11.5045, 3.0519, 9.6467], [19.5299, 0.7953, 16.0998], [24.1293, 6.8731, 8.8159], [13.5941, 6.1424, 10.8807], [18.4877, 7.8362, 18.2164], [16.4467, 10.4052, 17.2390], [12.6850, 2.1193, 14.0615], [18.7005, 7.2556, 13.2451], [22.8833, 11.0690, 11.7765], [15.8365, 4.8132, 7.2948], [17.6349, 11.9652, 7.9328], [14.2461, 1.9088, 16.7640], [15.4942, 9.0387, 16.8841], [18.2288, 9.0516, 9.1167], [16.6309, 9.3953, 7.3963], [17.0434, 9.0130, 10.3806], [19.5929, 4.8273, 11.5633], [16.7579, 5.0306, 12.8046], [18.1553, 4.4430, 5.4239], [25.2884, 5.6327, 10.7939], [13.4639, 3.6323, 13.4983], [16.6272, 12.8146, 8.9607], [18.6848, 11.2494, 10.0847], [20.4741, 11.3544, 11.4546], [18.0963, -0.2339, 12.3713], [21.8936, 5.0405, 15.4259], [18.8017, 6.2578, 9.6472], [20.7738, 1.3510, 14.9734], [14.4393, 5.7129, 9.3723], [16.5809, 2.2105, 15.3409], [17.9054, 5.6219, 4.2212], [15.2212, 2.1335, 13.1670], [17.7227, 2.4648, 12.8196], [19.0770, 4.5106, 16.1760], [17.4537, 0.4005, 13.7966], [18.6594, 5.6121, 13.8888], [21.9582, 5.2053, 8.8705], [20.3853, 6.4513, 11.8986], [20.2287, 6.6786, 16.1206], [20.2569, -0.4924, 13.5017], [21.8571, 7.1064, 5.5779], [14.7780, 10.6062, 16.8726], [17.2802, 11.4039, 10.9121], [22.2422, 10.2249, 14.3028], [24.3258, 2.9972, 9.5497], [14.7131, 9.1653, 12.0432], [24.6615, 3.3021, 11.1997], [15.3690, 9.0511, 8.5186], [22.2422, 4.6154, 12.7350], [23.2557, 9.0915, 13.5027], [15.2531, 10.7753, 12.3188], [23.3866, 5.1726, 14.4139], [15.4405, 3.8956, 10.4718], [17.0766, 7.2212, 5.8958], [22.4007, 6.2447, 10.2543], [12.9823, 3.1545, 8.6257], [14.5742, 1.0147, 14.4450], [19.7105, 9.0437, 11.8055], [19.2070, 8.2052, 6.0198], [18.4406, 7.5182, 10.6820], [17.8399, 5.0514, 18.8065], [15.0903, 6.3654, 7.3165], [20.6296, 11.4915, 13.0806], [14.6151, 5.6257, 4.6371], [19.4847, 2.2233, 12.4924], [18.3083, 8.0728, 16.4400], [25.9527, 4.8166, 9.4620]], "smiles": "O=S1(=O)OCCO1.O=S1(=O)OCCO1.CNC(C)=O.C1CCOC1.C1CCOC1.C1CCOC1.C1CCOC1.C1CCOC1.C1CCOC1.C1CCOC1.C1CCOC1.C1CCOC1", "homo_ev": -9.5, "lumo_energy_ev": 0.16}